# 1
DFT (the ωB97M-V functional and the def2-TZVPD basis) results for a 2-piece molecular cluster, C5H6N overall in a non-equilibrium geometry.

Summary:
Charge: +1
Energy above the lowest of the compared OMol25 structures with the same formula, charge and spin: 6.4394 eV
Maximum force: 0.082 hartree/bohr
Orbital gap: 7.735 eV
Molar mass: 80.11 Da
HOMO energy: -13.97 eV
LUMO level: -6.24 eV

Element x y z (Å)
C (-0.637, 0.575, 0.279)
C (2.937, -0.513, 0.163)
C (2.430, 0.343, -0.487)
C (-2.432, -0.783, -0.106)
C (0.018, 1.396, 0.851)
N (-1.354, -0.273, -0.483)
H (2.850, -1.195, 0.960)
H (-0.896, -0.280, -1.444)
H (2.125, 0.869, -1.372)
H (-2.700, -1.708, -0.657)
H (-2.866, -0.550, 0.806)
H (0.525, 2.118, 1.490)

---

# 2
DFT (the ωB97M-V functional and the def2-TZVPD basis) results for an isolated ion of composition C5H6N and charge +1 in a non-equilibrium geometry.

Summary:
Charge: +1
Energy above the lowest of the compared OMol25 structures with the same formula, charge and spin: 7.1054 eV
Maximum force: 0.135 hartree/bohr
SMILES: C#C[N+]1(C)C=C1
Orbital gap: 11.252 eV
Molar mass: 80.11 Da
HOMO energy: -15.51 eV
LUMO level: -4.26 eV

Element x y z (Å)
C (-2.452, 0.633, -0.090)
C (-1.303, 0.338, -0.001)
C (0.819, 0.326, -1.274)
C (0.641, -0.942, -1.277)
C (0.804, -0.076, 1.290)
N (0.268, -0.157, -0.036)
H (-3.430, 0.760, -0.280)
H (1.137, 1.243, -1.595)
H (0.525, -2.042, -1.629)
H (1.700, -0.761, 1.444)
H (1.135, 0.938, 1.420)
H (0.156, -0.261, 2.028)